# 1
20
Properties=species:S:1:pos:R:3:forces:R:3 method="wB97M-V/def2-TZVPD" e_homo_ev=-10.729 homo_lumo_gap_ha=0.314 e_tot_ev=-25208.755 spin_multiplicity=1 de_lowest_kcal_mol=30.9
Li 1.242346 2.841018 -0.732822 -0.334 -0.706 0.391
Cl 0.308538 0.975127 0.222847 0.594 0.660 -0.529
O -0.124849 -2.682445 -0.892602 0.196 0.010 -0.118
H -0.323127 -1.930556 -0.324664 0.048 -0.015 -0.063
H 0.584715 -2.362070 -1.479861 -0.303 -0.054 0.297
O 1.621115 -0.893310 -2.350805 0.087 0.264 -0.133
H 0.956023 -0.627053 -2.998797 0.031 -0.084 0.116
H 1.499812 -0.284654 -1.607498 -0.161 -0.136 -0.039
O 3.026326 -0.879200 1.481253 -0.018 0.078 -0.140
H 3.512683 -0.083885 1.721319 -0.065 -0.066 0.037
H 2.297265 -0.566748 0.929001 0.040 -0.014 0.162
O -2.709491 -0.155658 -0.977702 0.127 0.024 0.052
H -1.905945 0.276627 -0.657754 -0.151 -0.196 -0.054
H -2.747094 -0.992773 -0.500230 0.011 0.073 -0.077
O -0.814194 -0.525553 3.020612 0.034 -0.003 -0.133
H -0.256675 -1.294240 2.852452 -0.010 0.099 0.043
H -0.553393 0.117647 2.347460 -0.002 -0.141 0.140
O -2.244147 3.049633 0.094847 0.350 -0.281 0.045
H -1.728471 3.730906 -0.345963 -0.113 0.002 0.009
H -1.641431 2.287194 0.198902 -0.362 0.483 -0.005

# 2
5
Properties=species:S:1:pos:R:3:forces:R:3 method="wB97M-V/def2-TZVPD" e_homo_ev="-24.466 / -24.020" total_charge=+2 homo_lumo_gap_ha="0.304 / 0.298" e_tot_ev=-57496.330 spin_multiplicity=1 de_lowest_kcal_mol=0.0
H -1.227769 -1.403400 0.337386 1.781 -1.319 -0.085
O -0.098953 -1.112411 -0.091192 -4.635 -1.381 -0.946
C -1.018514 -0.135714 -0.335962 3.879 3.564 2.910
O -0.621695 0.967793 0.112192 -2.519 -1.642 -2.602
Ga 1.266629 0.294734 0.221121 1.493 0.778 0.723

# 3
134
Properties=species:S:1:pos:R:3:forces:R:3 method="wB97M-V/def2-TZVPD" e_homo_ev=-10.727 total_charge=+1 homo_lumo_gap_ha=0.309 e_tot_ev=-78654.393 spin_multiplicity=1
C 4.584241 3.179020 6.834815 -0.332 -0.224 -0.026
C 4.204701 2.535302 5.473181 0.141 0.514 0.405
C 5.231110 2.819410 4.324042 -1.394 -0.227 0.832
C 4.452011 3.296634 3.087637 0.553 -0.340 -0.595
C 5.195135 3.138803 1.743054 0.549 0.458 0.693
C 5.910400 1.784007 1.525077 -0.867 0.279 -0.586
C 5.138927 0.527443 1.972703 0.556 -0.722 -0.555
C 4.170422 -0.034395 0.902844 -0.104 0.557 1.108
C 2.879270 0.807268 0.898843 0.103 -1.307 -0.916
C 1.746960 0.073308 0.129671 0.297 1.312 -0.234
S 0.891549 -1.127249 1.168178 0.285 -0.472 0.263
C 0.089768 -2.418147 0.173769 -0.438 -0.392 -0.204
C 1.064885 -3.239154 -0.702391 0.368 1.133 -0.007
C 1.229901 -2.754291 -2.151437 -0.453 -0.508 -0.367
C -0.096510 -2.579488 -2.923846 1.031 0.077 -0.123
N -0.679904 -1.262400 -2.738035 -0.628 0.119 0.400
C -0.096282 -0.025194 -2.671274 1.519 -0.559 -0.272
C -1.041213 0.907990 -2.454935 -1.257 0.960 0.358
C -2.312507 0.233367 -2.367339 0.882 1.187 0.064
C -2.012820 -1.062890 -2.548473 -0.992 -2.107 0.074
C -0.503999 -0.170222 1.831018 -0.305 1.137 -0.165
O -1.391241 0.174236 0.822877 0.057 -0.474 0.107
C -2.767919 0.082060 1.194611 -0.759 0.350 -0.098
C -3.205735 1.003288 2.339436 -0.309 -0.071 0.172
O -3.601725 2.292060 1.926607 0.387 0.037 0.154
C -2.596495 2.973322 1.186910 -0.117 0.397 -0.399
C -2.606634 4.485151 1.474355 0.315 -0.859 0.075
O -1.914244 5.182660 0.460345 -0.196 0.054 0.322
C -0.528725 4.906016 0.443260 0.510 -0.012 -0.726
C 0.170319 5.996714 -0.360776 0.213 -0.185 0.090
H 5.489571 3.783476 6.751429 -0.005 -0.154 0.129
H 3.794908 3.835268 7.213726 0.066 -0.024 -0.154
H 4.712407 2.411917 7.602820 0.269 0.154 -0.049
H 3.223789 2.926069 5.181078 0.117 -0.039 -0.050
H 4.061947 1.461509 5.635186 0.086 0.059 -0.240
H 5.895380 3.597706 4.703581 0.245 -0.140 -0.396
H 5.770580 1.884630 4.169174 0.315 0.332 -0.269
H 4.204971 4.354350 3.229717 -0.152 -0.141 -0.026
H 3.504953 2.749085 3.010438 0.050 0.045 0.209
H 5.977690 3.909665 1.733688 -0.085 -0.085 -0.184
H 4.523127 3.409500 0.920868 0.013 -0.221 0.057
H 6.049705 1.677757 0.442844 0.240 -0.029 0.162
H 6.920306 1.825253 1.936551 -0.201 -0.122 0.254
H 4.580240 0.643122 2.906641 0.119 0.137 -0.037
H 5.883612 -0.258937 2.155911 -0.077 0.119 0.065
H 3.946762 -1.075200 1.164480 -0.089 0.093 -0.056
H 4.648630 -0.048844 -0.080820 -0.102 0.056 0.063
H 2.544638 1.058997 1.907801 0.165 0.224 -0.069
H 3.107143 1.692345 0.299945 -0.357 0.253 0.398
H 2.201372 -0.418793 -0.730868 -0.306 -0.311 0.137
H 1.042068 0.826791 -0.232199 -0.340 -0.499 -0.063
H -0.327421 -3.101181 0.923495 0.122 0.306 0.189
H -0.764968 -1.991831 -0.359998 0.273 0.172 -0.062
H 0.724342 -4.276189 -0.701473 0.023 0.092 0.026
H 2.053772 -3.207421 -0.230609 -0.087 -0.386 -0.032
H 1.791372 -3.536732 -2.673484 0.028 0.113 0.104
H 1.829503 -1.848096 -2.258386 -0.029 -0.067 0.207
H 0.106953 -2.749716 -3.985717 -0.134 0.055 0.070
H -0.802203 -3.348910 -2.601644 -0.150 0.238 -0.061
H 0.972477 0.098816 -2.771905 -0.126 0.005 -0.165
H -0.863762 1.968092 -2.337381 -0.002 -0.077 -0.095
H -3.287233 0.652604 -2.176971 0.043 0.031 -0.095
H -2.664824 -1.928671 -2.536324 -0.021 0.169 -0.177
H -0.047127 0.753468 2.222733 0.271 -0.329 0.088
H -0.974436 -0.676288 2.681043 0.253 -0.401 -0.224
H -3.332175 0.394781 0.311980 0.217 -0.052 -0.001
H -3.089598 -0.951805 1.385335 0.473 0.009 0.168
H -2.465499 1.102471 3.151218 0.121 -0.204 -0.224
H -4.090676 0.541723 2.790073 0.051 0.149 -0.044
H -1.589412 2.604741 1.419048 -0.189 -0.224 -0.018
H -2.799047 2.818220 0.117122 0.277 0.049 0.061
H -3.640507 4.826791 1.528417 0.176 0.223 -0.033
H -2.072266 4.630279 2.425839 -0.430 0.223 0.069
H -0.348445 3.945823 -0.070993 -0.013 0.008 0.234
H -0.090403 4.826228 1.450606 -0.343 0.130 0.046
H 1.253708 5.978540 -0.200338 -0.138 -0.081 0.129
H 0.027815 5.831304 -1.430816 -0.241 0.255 0.099
H -0.198181 6.976899 -0.053826 -0.010 -0.064 -0.170
O 7.309809 0.081927 -1.014224 -0.214 -0.035 0.003
C 7.456646 -1.104314 -1.139981 0.399 -0.071 0.151
O 6.391396 -1.910484 -0.973982 -0.414 0.171 -0.093
C 6.384149 -3.310959 -1.283716 0.048 -0.307 0.032
C 6.890125 -4.143403 -0.127905 0.261 0.104 0.121
C 8.814044 -1.714010 -1.386509 -0.026 -0.067 -0.508
H 6.925129 -3.509639 -2.209851 0.096 0.080 0.047
H 5.341143 -3.561066 -1.473816 -0.024 0.135 0.049
H 7.931525 -3.922788 0.111973 0.021 -0.013 -0.110
H 6.809087 -5.204811 -0.359605 -0.076 0.008 0.020
H 6.304006 -3.932264 0.766122 -0.049 -0.046 -0.034
H 9.319103 -1.853766 -0.431492 -0.015 -0.016 0.004
H 9.391166 -1.022211 -1.995625 0.008 0.121 0.180
H 8.783431 -2.658337 -1.924882 -0.024 -0.088 0.179
O -4.150334 -2.070157 -4.855162 -0.043 -0.086 0.180
C -4.856185 -1.095134 -4.897955 -0.011 0.137 -0.403
O -6.093859 -1.156273 -4.388914 0.074 -0.238 0.382
C -6.937340 -0.003411 -4.214129 -0.205 0.161 -0.269
C -7.713047 0.313107 -5.474594 0.217 -0.218 -0.444
C -4.407732 0.166242 -5.596119 0.227 0.285 0.387
H -6.360256 0.846542 -3.850700 0.030 -0.005 -0.073
H -7.629650 -0.265758 -3.417998 0.109 -0.185 0.011
H -7.047175 0.566933 -6.301919 0.038 0.013 0.046
H -8.385286 1.143707 -5.308085 -0.006 0.001 0.013
H -8.294773 -0.554776 -5.790271 0.010 -0.023 0.083
H -4.627457 0.080015 -6.659422 -0.034 0.002 0.010
H -3.332278 0.264392 -5.460628 0.011 -0.169 -0.120
H -4.859596 1.073845 -5.202850 -0.154 -0.030 -0.141
O 3.883476 -4.987608 0.257680 -0.027 -0.092 -0.053
C 3.797936 -5.011551 1.458438 -0.304 0.066 0.030
O 4.097346 -6.132252 2.120659 0.296 -0.118 -0.215
C 4.216873 -6.206633 3.548315 -0.146 -0.027 0.335
C 2.875706 -6.448380 4.208054 -0.144 0.083 -0.146
C 3.267374 -3.814464 2.211038 0.421 0.153 0.284
H 4.723385 -5.324239 3.942415 -0.057 0.055 -0.070
H 4.874581 -7.051886 3.741985 0.025 -0.003 -0.197
H 2.183569 -5.625010 4.023919 0.041 0.042 0.081
H 2.995215 -6.563507 5.285068 0.018 -0.010 -0.009
H 2.414532 -7.350691 3.806333 0.073 -0.042 0.044
H 2.178203 -3.858607 2.217808 0.002 -0.041 0.072
H 3.586347 -2.918902 1.685931 -0.090 -0.069 -0.143
H 3.636941 -3.725268 3.230108 -0.173 -0.113 0.067
O -8.652946 2.035098 -3.347422 -0.225 0.167 0.306
C -9.687547 1.759577 -2.797146 -0.145 0.411 0.172
O -10.589028 1.008322 -3.448396 0.222 -0.289 -0.215
C -11.760297 0.458018 -2.832680 -0.329 0.042 0.094
C -12.911512 1.441414 -2.845605 0.089 0.191 0.006
C -10.031333 2.314903 -1.436338 0.148 -0.407 0.311
H -11.536397 0.091065 -1.829994 0.051 0.088 0.013
H -12.021013 -0.414516 -3.429692 0.166 0.033 -0.093
H -12.680811 2.336469 -2.266910 -0.032 -0.051 0.073
H -13.809204 0.983976 -2.429792 0.009 -0.017 -0.012
H -13.120613 1.764367 -3.865531 -0.023 -0.089 -0.010
H -10.472954 3.303003 -1.558497 -0.015 -0.011 -0.014
H -9.110867 2.405582 -0.863769 0.043 0.168 -0.136
H -10.701956 1.684336 -0.857501 -0.153 0.101 -0.088